{
  "formula": "C30H63Br2F3N3O9P2",
  "method": "ωB97M-V with the def2-TZVPD basis set",
  "mol_weight_g_mol": 888.60,
  "total_energy_ha": -8152.38255,
  "charge": 1,
  "fmax_ev_per_a": 7.53,
  "gap_ev": 7.5449,
  "e_lumo_ha": -0.147,
  "e_homo_ev": -11.555,
  "elements": ["C", "O", "C", "C", "C", "C", "C", "C", "C", "C", "C", "C", "C", "C", "C", "C", "F", "Br", "C", "F", "F", "Br", "C", "N", "C", "N", "N", "H", "H", "H", "H", "H", "H", "H", "H", "H", "H", "H", "H", "H", "H", "H", "H", "H", "H", "H", "H", "H", "H", "H", "H", "H", "H", "H", "H", "H", "H", "H", "H", "H", "O", "P", "O", "C", "C", "O", "C", "C", "O", "C", "C", "H", "H", "H", "H", "H", "H", "H", "H", "H", "H", "H", "H", "H", "H", "H", "O", "P", "O", "C", "C", "O", "C", "C", "O", "C", "C", "H", "H", "H", "H", "H", "H", "H", "H", "H", "H", "H", "H", "H", "H", "H"],
  "xyz": [[-0.78, -1.45, 4.99], [-2.19, -1.49, 5.15], [-2.86, -0.44, 4.48], [-3.45, -0.82, 3.09], [-2.60, -1.87, 2.32], [-1.57, -1.09, 1.43], [-0.20, -1.81, 1.26], [0.38, -1.58, -0.19], [1.89, -1.30, -0.21], [2.48, -0.70, -1.53], [1.48, -0.14, -2.58], [1.17, 1.39, -2.45], [0.17, 1.80, -1.35], [-1.36, 1.51, -1.53], [-1.73, 0.59, -2.71], [-3.27, 0.56, -2.98], [-3.96, 1.18, -1.98], [-3.71, 1.29, -4.74], [-3.74, -0.94, -2.99], [-5.04, -1.03, -3.29], [-3.56, -1.53, -1.81], [-2.80, -1.93, -4.41], [0.63, 1.74, 0.14], [0.80, 3.17, 0.61], [-0.01, 3.87, -0.26], [-0.85, 4.88, 0.09], [0.21, 3.34, -1.45], [-0.39, -0.51, 4.56], [-0.39, -2.29, 4.38], [-0.32, -1.56, 5.98], [-2.27, 0.49, 4.42], [-3.72, -0.17, 5.12], [-3.54, 0.12, 2.52], [-4.48, -1.17, 3.25], [-3.30, -2.34, 1.61], [-2.12, -2.60, 2.97], [-2.06, -0.90, 0.46], [-1.44, -0.10, 1.91], [-0.33, -2.88, 1.47], [0.52, -1.37, 1.97], [-0.25, -0.83, -0.67], [0.19, -2.53, -0.72], [2.39, -2.27, -0.04], [2.16, -0.67, 0.64], [3.10, -1.45, -2.02], [3.16, 0.13, -1.26], [0.57, -0.74, -2.70], [1.99, -0.22, -3.55], [2.13, 1.86, -2.18], [0.90, 1.82, -3.43], [-1.90, 2.46, -1.70], [-1.80, 1.11, -0.61], [-1.49, -0.44, -2.39], [-1.21, 0.80, -3.64], [1.68, 1.42, 0.05], [0.04, 1.12, 0.82], [0.40, 3.23, 1.55], [-0.55, 5.83, 0.27], [-1.82, 4.65, 0.24], [-0.26, 3.75, -2.25], [-0.29, -3.14, -10.97], [-0.24, -2.18, -9.82], [0.61, -0.93, -10.45], [0.01, -0.14, -11.48], [-1.19, 0.64, -10.98], [0.93, -2.88, -8.91], [1.36, -4.22, -9.19], [2.50, -4.24, -10.20], [-0.68, -1.30, -8.46], [-2.05, -1.34, -8.04], [-2.61, -2.75, -7.96], [-0.27, -0.78, -12.32], [0.77, 0.55, -11.83], [-2.04, -0.03, -10.79], [-1.52, 1.37, -11.72], [-0.96, 1.16, -10.05], [0.52, -4.83, -9.52], [1.70, -4.65, -8.25], [2.33, -3.56, -11.03], [2.65, -5.25, -10.59], [3.43, -3.92, -9.72], [-2.66, -0.74, -8.71], [-2.09, -0.88, -7.06], [-2.60, -3.24, -8.94], [-3.64, -2.73, -7.60], [-2.01, -3.37, -7.28], [1.63, 2.83, 8.49], [2.09, 1.72, 9.39], [2.95, 0.77, 8.36], [4.17, 1.27, 7.83], [5.24, 1.44, 8.91], [0.71, 0.84, 9.49], [-0.54, 1.38, 9.05], [-0.77, 1.10, 7.58], [2.64, 0.89, 10.73], [3.10, 1.67, 11.86], [2.13, 2.76, 12.26], [4.00, 2.21, 7.31], [4.52, 0.54, 7.10], [5.00, 2.28, 9.56], [6.21, 1.63, 8.46], [5.30, 0.55, 9.53], [-0.58, 2.45, 9.26], [-1.32, 0.91, 9.64], [0.12, 1.26, 6.97], [-1.58, 1.72, 7.19], [-1.05, 0.05, 7.43], [4.08, 2.09, 11.63], [3.23, 0.97, 12.68], [1.99, 3.49, 11.45], [2.50, 3.30, 13.13], [1.15, 2.34, 12.49]],
  "mulliken_charge": [-0.728, -0.429, -0.403, -0.772, -0.908, 0.538, -1.294, 0.542, -1.015, -1.015, -0.341, -2.023, 2.048, -1.524, -0.448, 0.323, -0.354, -0.041, 0.361, -0.221, -0.137, -0.075, -0.118, -0.218, -0.056, -0.380, -0.184, 0.257, 0.276, 0.333, 0.266, 0.383, 0.273, 0.461, 0.469, 0.501, -0.168, -0.031, 0.484, 0.281, -0.657, 0.516, 0.547, 0.393, 0.387, 0.273, 0.224, 0.480, 0.458, 0.560, 0.874, 0.064, 0.167, 0.715, 0.041, -0.136, 0.390, 0.237, 0.228, 0.336, -0.760, 1.014, -0.378, -0.317, -0.922, -0.300, -0.338, -1.021, -0.289, 0.304, -1.318, 0.266, 0.342, 0.192, 0.440, 0.228, 0.315, 0.362, 0.285, 0.334, 0.288, 0.171, -0.068, 0.482, 0.388, 0.305, -0.750, 1.043, -0.357, -0.328, -0.965, -0.338, -0.549, -0.762, -0.297, -0.184, -1.139, 0.277, 0.332, 0.184, 0.430, 0.268, 0.324, 0.400, 0.290, 0.363, 0.154, 0.223, 0.323, 0.366, 0.395, 0.284]
}